Entry from OMol25: a 2-piece molecular cluster, C12H25FNO3 overall at a distorted geometry (ωB97M-V/def2-TZVPD).

Structure (XYZ):
```
42
Properties=species:S:1:pos:R:3:forces:R:3
C 3.2447 1.6536 -2.0396 0.3462 0.0862 -0.0861
C 2.5246 2.3448 -3.1617 0.0348 0.0791 0.2748
F 2.9010 3.6959 -3.1446 -0.0248 -0.0042 -0.0960
C 1.0042 2.3435 -3.0669 0.4805 -0.4899 0.4838
C 0.3267 1.1289 -2.3998 0.2149 0.5121 0.1283
C -1.0016 1.7168 -2.1139 0.3613 -0.9791 -0.1935
N -0.8852 2.9618 -1.9288 -0.2324 1.1333 0.4427
C 0.4980 3.4553 -2.1400 -0.6710 -0.1990 -1.7298
H 3.1574 2.2120 -1.1192 -0.2279 0.0857 0.3920
H 4.2978 1.6291 -2.2729 0.3664 -0.0046 -0.0766
H 2.9308 0.6283 -1.8952 -0.1599 -0.2213 0.0090
H 2.8582 1.9635 -4.1158 -0.0567 -0.2207 -0.3163
H 0.5836 2.4454 -4.0612 -0.1455 0.3592 -0.1850
H 0.3483 0.1687 -2.8840 -0.1033 -0.2202 -0.2605
H 0.7704 1.0535 -1.4041 0.1322 -0.5240 0.2217
H -1.9288 1.1835 -2.0660 -0.5039 -0.0434 0.2274
H -1.6474 3.5858 -1.6867 -0.0443 -0.1167 0.0758
H 0.4304 4.3693 -2.7047 0.1434 0.5909 0.3143
H 1.0507 3.5486 -1.2230 0.0880 0.0848 0.4761
C -2.5021 0.3424 3.8592 0.0990 0.0000 -0.0032
O -1.5138 -0.5233 3.3443 -0.1681 -0.1126 -0.1882
C -1.5111 -1.7810 4.0092 0.1525 0.1847 -0.0332
C -0.8554 -2.8456 3.1600 -0.0215 -0.0877 0.0537
O -1.6930 -3.3591 2.1305 0.0513 0.0651 -0.0334
C -1.8700 -2.5605 0.9771 -0.0966 -0.1008 0.0294
C -0.6933 -2.5891 0.0255 0.0481 0.2005 0.0559
O 0.3504 -1.7368 0.4773 0.0259 -0.0308 0.0438
C 1.5894 -2.0514 -0.1179 -0.0746 0.1541 0.0088
H -2.3323 0.5523 4.9204 -0.0634 0.0054 0.0138
H -2.4463 1.2775 3.3037 0.0382 0.0048 0.0149
H -3.5034 -0.0839 3.7298 -0.0025 0.0057 0.0741
H -2.5369 -2.0881 4.2409 -0.0066 -0.0262 0.0095
H -0.9524 -1.6775 4.9482 -0.0700 -0.0898 0.0557
H -0.6509 -3.6999 3.8071 -0.0242 -0.0152 -0.0164
H 0.0985 -2.4984 2.7604 -0.0218 0.1377 -0.0246
H -2.1388 -1.5345 1.2401 0.1353 0.0721 0.0036
H -2.7211 -3.0033 0.4546 0.0076 -0.0143 0.0007
H -1.0237 -2.2428 -0.9668 -0.0270 -0.1350 -0.0471
H -0.3288 -3.6178 -0.0654 -0.0224 -0.0183 -0.0212
H 1.8950 -3.0777 0.1067 -0.0266 -0.0165 -0.0823
H 2.3361 -1.3724 0.2911 -0.0151 0.0199 0.0123
H 1.5402 -1.9175 -1.2078 0.0842 -0.1110 -0.0289
```
Forces are in eV/Å.

Values from the calculation:
Relative energy (zero: lowest compared OMol25 entry of this formula, charge and spin) in kJ/mol: 0.00
2S+1: 1
Total charge: +1
HOMO level in eV: -11.51
Kohn-Sham gap in eV: 7.034

---

Entry from OMol25: C9H16F3NO as an isolated structure at a distorted geometry (ωB97M-V/def2-TZVPD).

Structure (XYZ):
```
30
Properties=species:S:1:pos:R:3:forces:R:3
C 4.1108 1.2495 0.2805 0.8251 -0.7963 -0.2446
C 3.1967 -0.0752 0.4094 -2.1285 -0.8307 -0.8089
C 1.8603 0.2424 1.1545 -0.0445 -0.1053 -1.2839
C 0.7117 -0.8246 0.8081 -0.4443 1.6957 5.5515
C 0.5598 -1.3328 -0.5624 2.2569 -5.1781 2.9385
C 0.1387 -0.2779 -1.4166 -0.2530 5.4739 -4.3390
C -2.1621 -0.2928 -0.6687 -1.5905 1.8401 4.6581
C -3.3655 0.6223 -0.1731 0.8360 0.2534 -1.6329
C -4.7739 0.0723 0.3220 1.9466 -1.9497 2.3218
H 3.7510 2.3697 1.4340 1.1656 -3.2794 -3.3713
H 3.7675 1.8718 -1.2254 1.2204 -1.5693 4.3997
H 5.3279 0.6830 0.4059 -3.4983 2.8235 -0.6299
H 2.7928 -0.4809 -0.6626 2.0005 0.8869 2.3282
H 3.4848 -1.0282 1.1578 0.5640 2.4321 -2.6241
H 2.3493 0.1960 2.1160 -1.4657 0.1436 1.1573
H 1.4765 1.2791 0.9876 0.4112 -0.7567 -0.0837
H -0.2793 -0.2673 0.9580 1.6382 -0.6133 0.5501
H 0.6788 -1.6719 1.6762 0.3466 1.6675 -2.2947
H -0.1590 -2.0918 -0.2191 -0.8295 0.0325 -1.6093
H 1.4586 -2.0885 -0.6536 -1.3014 1.9595 -1.3697
H -0.0874 -0.4372 -2.5335 0.4226 -0.7346 1.5118
H 0.8734 0.6433 -1.4830 -0.4321 -2.2257 0.1676
H -1.3373 1.2363 -1.4574 0.7859 0.7449 -0.5736
H -2.3858 -0.9801 -1.4283 -0.6702 -1.3532 -0.7428
H -2.0810 -0.6557 0.4018 0.2466 -1.4274 -1.1140
N -1.0023 0.5082 -0.8569 -0.5195 -0.6985 -0.2365
O -3.3128 1.8205 -0.2524 0.4290 -0.5789 0.2769
F -5.5293 1.0763 0.1581 -2.6549 1.1753 -0.6414
F -5.1079 -1.0323 -0.3381 -0.3712 0.1437 -0.9769
F -4.9551 -0.3335 1.6610 1.1085 0.8244 -1.2844
```
Forces are in eV/Å.

Values from the calculation:
Relative energy (zero: lowest compared OMol25 entry of this formula, charge and spin) in kJ/mol: 863.45
2S+1: 1
Total charge: 0
HOMO level in eV: -9.48
Kohn-Sham gap in eV: 9.710

---

Entry from OMol25: a 2-piece molecular cluster, C5H10NO3 overall at a distorted geometry (ωB97M-V/def2-TZVPD).

Structure (XYZ):
```
19
Properties=species:S:1:pos:R:3:forces:R:3
O -0.3266 -1.5475 -2.6475 1.2988 0.5438 0.1678
C -0.8297 -1.7166 -1.5334 -3.5894 -0.3164 0.5779
O -2.0353 -2.1142 -1.3320 1.0201 0.3204 0.0158
C -0.0659 -1.5793 -0.1882 1.8211 -1.4618 -1.0529
C 0.8926 -0.3759 -0.0127 -1.1883 0.0202 -0.4199
C 0.5793 0.3501 1.2945 0.1346 1.6362 0.0898
C -1.6823 0.9386 0.9510 -0.8792 -0.6252 -0.6417
N -0.4864 1.3072 0.8928 0.0684 -0.0763 0.8165
H 0.5687 -2.4641 -0.4340 -0.0817 0.1424 1.0730
H -0.7292 -1.8144 0.6613 0.4129 0.2465 -0.4666
H 1.9522 -0.5042 -0.0982 0.6180 -0.8783 -0.0290
H 0.6212 0.1934 -0.9202 0.4005 0.4810 0.6833
H 0.4389 -0.3398 2.1695 -0.7045 0.3550 -0.8778
H 1.3492 1.0570 1.6867 0.1461 -0.6999 -0.5743
H -2.5083 1.5051 0.5066 0.4365 0.4174 0.1920
H -1.9947 -0.0559 1.2443 0.0454 -0.3198 0.4628
H 1.7265 2.2238 -0.0991 0.6940 0.2119 0.0087
H 0.7952 2.3616 -1.1387 0.1593 0.2902 -0.6709
O 1.7344 2.5751 -1.0027 -0.8126 -0.2874 0.6454
```
Forces are in eV/Å.

Values from the calculation:
Relative energy (zero: lowest compared OMol25 entry of this formula, charge and spin) in kJ/mol: 277.07
2S+1: 1
Total charge: -1
HOMO level in eV: -3.88
Kohn-Sham gap in eV: 7.392

---

Entry from OMol25: a 3-piece molecular cluster, C21H49BNO8S3 overall at a distorted geometry (ωB97M-V/def2-TZVPD).

Structure (XYZ):
```
83
Properties=species:S:1:pos:R:3:forces:R:3
C 1.9979 -4.7532 0.2084 -0.0122 0.0889 -0.0134
C 2.9636 -3.7263 -0.3981 -0.4823 -0.4518 0.2769
N 2.3276 -2.3868 -0.6335 1.5216 0.4761 -0.3575
C 2.1625 -2.0901 -2.0616 -0.5455 -0.1871 -0.1438
C 0.9240 -1.2279 -2.3229 0.0593 -0.0975 0.0588
C 2.9138 -1.4186 0.1737 -0.5762 -0.1261 0.0644
S 2.8547 -1.5470 1.8013 0.0823 -0.0868 0.0922
S 4.0456 -0.1617 -0.5115 -0.0673 0.0627 -0.0055
C 3.0961 1.2458 -1.1525 0.0694 0.1693 -0.0089
C 2.4412 2.1549 -0.1074 -0.0997 0.0561 -0.1295
C 1.5201 1.3825 0.8386 0.2074 -0.1787 0.1715
S 0.0484 2.3682 1.3106 0.1406 0.4374 0.0461
B -1.2876 1.6326 0.1227 -0.3107 -0.1094 -0.2593
O -1.3485 2.3574 -1.0054 -0.2404 -0.0526 0.4854
O -2.0039 0.5569 0.4665 0.4137 0.0773 -0.2417
C -1.3530 -0.6583 0.8901 -0.0373 -0.3812 0.2666
H 1.0904 -4.2475 0.5417 0.0622 -0.0690 -0.0019
H 2.4422 -5.2349 1.0805 -0.0304 -0.0314 -0.0976
H 1.7216 -5.5242 -0.5122 -0.0173 0.0321 0.0680
H 3.8277 -3.5952 0.2514 -0.0940 0.0692 -0.0236
H 3.3448 -4.0718 -1.3608 -0.0310 0.0588 0.0437
H 1.9719 -3.0479 -2.5495 0.1438 0.0635 0.0145
H 3.0773 -1.6842 -2.5046 -0.0550 0.1624 0.1190
H 0.8253 -0.4229 -1.5924 0.0870 0.0926 -0.0387
H 0.0226 -1.8408 -2.2399 0.0599 0.0597 -0.0504
H 0.9560 -0.7845 -3.3206 -0.0372 -0.0369 0.0577
H 3.8639 1.8332 -1.6656 -0.0229 -0.1131 0.0404
H 2.3920 0.9447 -1.9203 -0.1260 -0.0973 -0.0036
H 3.2045 2.6701 0.4787 -0.0456 -0.0682 -0.0211
H 1.8878 2.9308 -0.6508 0.0062 -0.0687 0.0128
H 1.1637 0.4404 0.4292 -0.0079 0.0829 -0.0514
H 2.0141 1.1430 1.7813 -0.0239 -0.0188 -0.0866
H -0.3055 1.7502 2.4501 -0.0290 -0.1839 -0.0455
H -2.0638 2.0692 -1.5921 0.1298 0.0039 -0.2069
H -2.1215 -1.4009 1.0945 -0.0450 0.1690 -0.0185
H -0.7066 -1.0379 0.0951 -0.0477 0.0765 0.0609
H -0.7715 -0.5142 1.8059 -0.0340 0.0733 -0.0810
C -1.5575 5.8542 -7.8701 -0.0103 0.0946 0.0126
O -1.2509 5.6000 -6.5141 0.0823 -0.2023 -0.0132
C -2.3472 5.2544 -5.6970 -0.0709 0.1981 0.0414
C -2.0922 3.9978 -4.8933 -0.0283 0.0403 0.1134
O -1.9900 2.8014 -5.6437 -0.0724 -0.1398 0.0982
C -0.8572 2.5894 -6.4674 -0.0119 -0.0444 -0.1575
C 0.4298 2.3110 -5.7261 0.1631 -0.0903 -0.0685
O 0.9027 3.4370 -5.0085 -0.1528 0.0539 0.0053
C 1.2156 3.2105 -3.6630 -0.0043 0.0148 0.0131
H -1.8589 6.8948 -8.0225 -0.0477 -0.0140 -0.0038
H -0.6571 5.6642 -8.4528 0.0212 0.0390 0.0099
H -2.3535 5.1966 -8.2321 0.0066 -0.0116 -0.0063
H -3.2589 5.1290 -6.2902 0.0370 -0.0451 -0.0513
H -2.5278 6.0658 -4.9793 -0.0829 0.0024 -0.0232
H -2.9776 3.8506 -4.2671 0.0138 0.0081 0.0248
H -1.2349 4.1364 -4.2283 0.0510 0.0330 -0.1472
H -0.7227 3.3906 -7.1952 0.0431 0.0774 0.1432
H -1.0914 1.6775 -7.0225 -0.0097 0.0310 -0.0468
H 1.1850 2.0199 -6.4661 -0.0062 -0.0623 0.0244
H 0.2763 1.4596 -5.0508 -0.0103 0.0380 0.0399
H 0.5624 2.4400 -3.2317 0.0505 0.0029 0.0701
H 1.0515 4.1413 -3.1164 0.0545 0.0193 -0.0114
H 2.2632 2.9107 -3.5344 -0.0067 -0.0588 -0.0019
C -2.0486 -5.4530 7.4200 -0.0797 -0.0106 0.0597
O -2.2968 -4.0685 7.2983 0.1364 0.0436 -0.1759
C -1.6196 -3.2465 8.2276 -0.1313 -0.0135 0.1652
C -0.8951 -2.0984 7.5620 -0.0434 0.1053 0.0796
O 0.2003 -2.4656 6.7396 0.1401 0.0863 0.0186
C -0.0412 -3.1158 5.5117 0.0318 -0.1433 -0.0182
C -0.6511 -2.2503 4.4325 -0.0458 -0.0116 -0.3038
O -1.9834 -1.8555 4.7092 0.0818 0.0489 0.2672
C -2.2649 -0.4928 4.5202 -0.0088 -0.0789 -0.1865
H -2.7169 -5.9165 8.1522 0.0381 -0.0042 0.0335
H -2.2310 -5.9086 6.4471 -0.0455 -0.0025 0.0036
H -1.0123 -5.6521 7.7100 0.0069 -0.0032 -0.0131
H -0.9110 -3.8302 8.8240 0.0291 -0.0311 -0.0629
H -2.3525 -2.8093 8.9176 0.0406 -0.0319 0.0648
H -0.4463 -1.5067 8.3635 -0.0156 0.0283 -0.0155
H -1.5996 -1.4516 7.0335 -0.0239 -0.1436 -0.0621
H -0.6129 -4.0376 5.6346 -0.1184 0.1159 0.0298
H 0.9517 -3.3929 5.1462 -0.0111 -0.0470 -0.0007
H -0.6458 -2.8391 3.5041 0.0892 0.0403 -0.0289
H -0.0127 -1.3701 4.2763 -0.0162 0.0261 0.0639
H -1.3882 0.1312 4.7351 -0.0093 0.0243 -0.0036
H -3.0634 -0.1917 5.1970 -0.0422 -0.1004 0.0119
H -2.6066 -0.3144 3.4916 0.0235 0.1653 0.0160
```
Forces are in eV/Å.

Values from the calculation:
2S+1: 1
Total charge: +1
HOMO level in eV: -10.91
Kohn-Sham gap in eV: 7.552

---

Entry from OMol25: C12H22Cl2F2MgN2O6 as an isolated structure at a distorted geometry (ωB97M-V/def2-TZVPD).

Structure (XYZ):
```
47
Properties=species:S:1:pos:R:3:forces:R:3
C -4.7690 0.7548 -1.6037 0.2984 0.1471 0.5688
C -4.3914 -0.4632 -0.5701 -1.9649 0.5365 0.3914
N -3.2337 0.0070 0.2824 0.1629 -1.5158 -1.3259
C -1.9366 -0.7022 -0.0382 0.8170 1.9482 -1.1088
N -0.9019 0.3973 0.2759 -2.0829 -1.5692 3.0224
C -0.8922 0.7400 1.7492 2.4353 1.1497 -0.7013
C 0.7039 0.8598 2.2340 -0.2973 0.9767 0.2399
C -1.5550 -1.0356 -1.6104 1.7394 -1.0715 2.4453
O -1.5415 -2.5314 -1.5019 -2.6046 0.7561 1.5178
C -2.0945 -3.0814 -0.2341 -2.1401 -3.9776 -1.1580
O -2.7493 -4.2335 -0.0359 3.7310 9.5062 0.3864
O -1.7679 -1.9825 0.7263 -1.6501 0.7853 -2.4509
H -5.4102 0.3821 -2.5088 1.2929 0.8955 1.7343
H -5.3618 1.5762 -0.9760 1.1507 -1.7755 -1.5048
H -3.7536 1.2813 -1.9453 -2.2568 -1.2378 0.3582
H -5.3245 -0.5698 0.1669 1.9617 0.0092 -1.6612
H -4.2502 -1.5125 -1.0686 0.1086 2.1306 0.8929
H -3.1778 1.0418 0.1484 0.3541 -1.3586 0.1263
H -1.0574 1.2386 -0.3215 0.2258 -1.0871 0.5003
H -1.3828 1.8193 1.8876 0.5716 -1.4893 -0.1870
H -1.5066 0.0076 2.4253 1.0734 -0.0499 -2.1933
H 0.9726 1.9836 2.5162 -1.0959 -2.9104 -0.8368
H 0.8698 0.1422 3.1510 -0.2490 1.4394 -1.6821
H 1.4150 0.5867 1.3152 -1.9380 0.0494 1.9532
H -0.3804 -0.8231 -1.6017 -2.6366 0.0199 -0.5849
H -2.1958 -0.5516 -2.4662 1.0679 -1.2541 1.8241
C 2.2593 -0.2686 -3.4437 -0.4544 0.0017 0.1426
C 3.1959 0.4067 -2.4623 -0.3847 -0.3018 -1.1047
C 4.4288 -0.3925 -2.1679 0.6486 -0.2911 -0.6541
O 4.7710 0.0401 -0.8634 -0.6068 0.3131 0.8151
C 3.6023 0.4273 -0.2680 -0.5203 0.3872 1.6071
O 3.4784 0.6598 0.9211 0.7038 -0.2404 -2.2088
O 2.5908 0.5150 -1.1841 3.0841 1.2817 -0.6025
H 1.3595 0.3382 -3.5887 0.1737 -0.0143 -0.0789
H 2.7421 -0.4174 -4.4139 -0.0098 0.0785 0.1259
H 1.9225 -1.2394 -3.0637 0.1932 0.1083 0.0074
H 3.4432 1.4175 -2.8080 0.1189 -0.0422 -0.0121
H 5.2399 -0.1826 -2.8711 -0.0102 0.0020 0.2744
H 4.2532 -1.4740 -2.1387 -0.1642 0.1314 -0.0908
Mg -2.0035 0.9931 3.8890 -0.2125 0.5630 0.8959
C 2.9458 1.6205 5.0543 0.3410 -0.3069 -0.0985
Cl 3.2994 1.9482 6.7551 0.0465 -0.0841 -0.0296
Cl 1.5931 2.6058 4.4848 0.3397 0.6748 1.0640
H 3.8305 1.8512 4.4561 -0.3059 0.0476 0.1476
H 2.6890 0.5644 4.9414 -0.0197 0.3035 0.0569
F -1.1943 -4.4601 -1.6070 1.7976 -1.9658 -1.3478
F 1.2260 -0.2848 -0.0170 -2.8332 -1.6993 0.5246
```
Forces are in eV/Å.

Values from the calculation:
2S+1: 1
Total charge: 0
HOMO level in eV: -7.13
Kohn-Sham gap in eV: 2.561

---

Which electronic energy belongs to each record? In order, -852.2538 -781.7639 -476.9964 -2705.2883 -2350.9776 a.u..